The following is a quantum chemistry calculation of an isolated molecule of C8H7NO3 at a distorted geometry, from the Open Molecules 2025 dataset.

Structure (XYZ):
```
19
C8H7NO3 ωB97M-V/def2-TZVPD
C 3.2629 -0.9675 0.0659
C -0.1026 1.7989 0.7978
C 1.1733 1.5133 0.8232
C -0.7225 1.4221 -0.5093
C 1.4607 0.7699 -0.4472
C -1.2934 -0.8760 -0.1478
C -2.4813 -1.7592 0.1785
C 2.2525 -0.3041 -0.7091
N 4.0981 -1.5621 0.5926
O -1.7135 0.4138 -0.4872
O 0.4775 1.0855 -1.2656
O -0.1355 -1.1499 -0.0083
H -0.6696 2.3096 1.6934
H 1.7887 1.7194 1.6794
H -1.0710 2.2016 -1.0442
H -3.1414 -1.2615 0.9050
H -2.1452 -2.7113 0.2920
H -3.1509 -1.8916 -0.7037
H 2.1134 -0.7510 -1.7051
```

Computed properties:
Highest occupied orbital energy ... -8.9265 eV
LUMO level ... 0.1 eV
Molar mass ... 165.15 g/mol
Frontier orbital gap ... 9.1 eV
Max |F| ... 0.075 hartree/bohr
Total charge ... 0
E ... -16039.50618 eV
SMILES ... CC(=O)O[C@H]1C=C/C(=C\C#N)O1

Here are the Mulliken charges for atoms 1 to 5, given in e: number 1, C, carries 0.02; number 2, C, carries -0.59; number 3, C, carries -0.22; number 4, C, carries 0.11; number 5, C, carries 0.53